A 18-piece molecular cluster, C36H108O18 overall at a distorted geometry. Source: OMol25; level of theory: ωB97M-V/def2-TZVPD.

Calculated values
**E_HOMO**: -9.31 eV
**Frontier orbital gap**: 9.36 eV
**F_max**: 3.356 eV Å⁻¹
**Relative energy (zero: lowest compared OMol25 entry of this formula, charge and spin)**: 95.18 kcal/mol
**E_LUMO**: 0.1 eV

Each line ends with the Löwdin charge.
Positions of all 162 atoms, in Å:
C -3.8317 1.7556 5.0099  -0.067
C -5.3445 1.8784 4.9321  -0.308
O -5.7949 1.1936 3.7632  -0.096
H -3.5012 0.7176 5.0485  0.048
H -3.3392 2.4209 5.7190  0.079
H -3.5350 1.9983 3.9895  0.068
H -5.8362 2.8492 4.8712  0.106
H -5.8109 1.2920 5.7238  0.104
H -6.3210 1.8909 3.3649  0.019
C -2.4515 -6.0317 -1.4599  -0.103
C -2.4162 -5.7765 -2.9159  -0.353
O -3.4709 -4.9530 -3.3384  -0.047
H -1.7453 -6.7190 -0.9940  0.077
H -3.4041 -6.3874 -1.0671  0.075
H -2.3680 -5.0477 -0.9987  0.070
H -2.4389 -6.7265 -3.4498  0.112
H -1.4332 -5.3366 -3.0839  0.096
H -3.1983 -4.4909 -4.1345  0.059
C 1.5511 6.6222 4.7231  -0.057
C 0.0696 6.1320 4.4047  -0.276
O 0.1053 5.1739 3.3635  -0.116
H 2.2010 5.7518 4.8142  0.065
H 1.6753 7.2838 5.5803  0.064
H 1.9602 7.1101 3.8384  0.042
H -0.6453 6.8984 4.1055  0.100
H -0.4198 5.5764 5.2046  0.102
H 0.6126 5.5723 2.6526  0.012
C -3.2834 -7.0875 2.4219  -0.084
C -3.8130 -5.7024 2.7746  -0.333
O -3.8079 -4.8844 1.6267  -0.076
H -2.4198 -6.9605 1.7692  0.058
H -4.0451 -7.4816 1.7492  0.073
H -3.0649 -7.7893 3.2268  0.073
H -3.3678 -5.1876 3.6260  0.106
H -4.8475 -5.8777 3.0700  0.106
H -2.9433 -4.4678 1.6035  0.079
C 2.2052 2.7574 1.3939  -0.052
C 3.3751 1.8612 0.9739  -0.262
O 3.1401 1.2956 -0.3355  -0.111
H 1.3139 2.1697 1.1739  0.065
H 2.2818 3.5955 0.7012  0.063
H 2.2983 3.1161 2.4190  0.070
H 3.5353 0.9928 1.6128  0.094
H 4.3249 2.3961 0.9660  0.111
H 2.2536 0.9278 -0.3112  0.026
C 0.6248 1.1204 4.1247  -0.072
C 1.6314 1.7272 5.0929  -0.272
O 2.1330 0.8465 6.1263  -0.093
H 0.2779 1.8371 3.3804  0.065
H -0.3035 0.7206 4.5328  0.059
H 1.1210 0.2575 3.6805  0.067
H 1.2213 2.6020 5.5975  0.112
H 2.5229 2.1238 4.6071  0.101
H 2.9302 0.4446 5.7733  0.025
C -6.7269 4.4241 1.8495  -0.064
C -6.9801 3.0651 1.1047  -0.291
O -7.7774 2.3944 2.0239  -0.109
H -5.8335 4.8417 1.3852  0.064
H -6.5649 4.3127 2.9216  0.060
H -7.5549 5.1129 1.6822  0.069
H -6.1158 2.4050 1.0315  0.107
H -7.4618 3.1706 0.1327  0.113
H -8.6765 2.2853 1.7058  0.098
C -2.0615 -1.6753 6.3038  -0.066
C -0.6078 -1.2236 6.5047  -0.342
O -0.6307 0.0749 6.9903  -0.084
H -2.6920 -1.6159 7.1909  0.080
H -2.1452 -2.5786 5.6995  0.067
H -2.4864 -0.8534 5.7276  0.035
H -0.0124 -1.2507 5.5921  0.099
H -0.1847 -1.7998 7.3276  0.108
H 0.1846 0.4412 6.6399  0.030
C 3.6234 -1.7714 3.8417  -0.080
C 4.9794 -1.3141 4.4224  -0.258
O 4.6238 -0.1378 5.1833  -0.088
H 3.1912 -1.1110 3.0899  0.050
H 2.8940 -1.7919 4.6514  0.077
H 3.7157 -2.7240 3.3201  0.061
H 5.7664 -1.1906 3.6784  0.114
H 5.1389 -2.2189 5.0089  0.108
H 5.4708 0.1676 5.5164  0.093
C 4.1174 5.0032 -3.6076  -0.049
C 3.8769 4.0876 -2.3215  -0.280
O 3.7799 2.7860 -2.8210  -0.112
H 5.0147 4.5985 -4.0758  0.070
H 4.2251 6.0589 -3.3585  0.061
H 3.2533 4.8645 -4.2574  0.072
H 2.9655 4.4174 -1.8227  0.087
H 4.7223 3.9753 -1.6428  0.113
H 3.3700 2.2400 -2.1462  0.060
C 2.8594 -2.0545 -0.9491  -0.069
C 1.8045 -2.8590 -1.7032  -0.298
O 0.7844 -2.0635 -2.2611  -0.084
H 2.5268 -1.5671 -0.0326  0.059
H 3.1041 -1.2062 -1.5884  0.077
H 3.7523 -2.5975 -0.6395  0.079
H 1.3838 -3.7119 -1.1706  0.095
H 2.3606 -3.3742 -2.4864  0.103
H 0.2315 -2.6139 -2.8205  0.056
C 4.0409 0.5644 -7.1837  -0.072
C 3.9675 0.7595 -5.6631  -0.375
O 4.1155 2.0998 -5.4645  -0.081
H 4.9860 0.9054 -7.6064  0.075
H 3.2138 1.1521 -7.5819  0.066
H 3.8876 -0.4789 -7.4594  0.060
H 4.8403 0.2926 -5.2068  0.107
H 3.0817 0.3578 -5.1711  0.100
H 3.8840 2.2235 -4.5411  0.029
C -1.6640 1.0699 -0.4411  -0.078
C -0.7413 -0.0305 0.0855  -0.262
O 0.5222 0.1503 -0.5771  -0.115
H -1.2459 2.0709 -0.3348  0.066
H -2.5614 1.0980 0.1770  0.068
H -1.9757 0.8766 -1.4675  0.067
H -1.1764 -1.0167 -0.0758  0.115
H -0.6194 0.1548 1.1527  0.098
H 0.6314 -0.5758 -1.1955  0.028
C 2.3038 -6.1075 0.4745  -0.082
C 2.4987 -5.2023 1.6632  -0.352
O 3.6728 -5.3597 2.3825  -0.067
H 3.1059 -6.1963 -0.2582  0.076
H 1.5588 -5.8442 -0.2764  0.055
H 2.0819 -7.1068 0.8492  0.077
H 1.7503 -5.2348 2.4550  0.122
H 2.4717 -4.1757 1.2977  0.087
H 4.3916 -5.4013 1.7474  0.085
C -0.7864 1.3110 -4.9112  -0.073
C 0.1534 1.5818 -6.0945  -0.333
O -0.3821 2.3962 -7.1254  -0.060
H -1.7239 1.1424 -5.4411  0.062
H -0.8843 2.2012 -4.2899  0.073
H -0.4465 0.4901 -4.2797  0.068
H 0.3671 0.6134 -6.5468  0.096
H 1.1254 1.9137 -5.7298  0.100
H -0.7098 1.7098 -7.7112  0.075
C 1.7504 -3.0708 -5.8896  -0.069
C 0.8703 -4.0761 -5.1686  -0.371
O -0.1059 -3.5244 -4.4415  -0.078
H 2.4462 -3.6345 -6.5110  0.080
H 2.2465 -2.4015 -5.1867  0.069
H 1.1789 -2.4579 -6.5866  0.069
H 1.4329 -4.7372 -4.5094  0.121
H 0.4443 -4.5845 -6.0335  0.114
H -0.7678 -3.3729 -5.1202  0.046
C -4.2420 -2.2335 -6.4268  -0.073
C -2.8255 -2.1400 -5.9334  -0.308
O -2.1782 -3.3183 -6.3589  -0.092
H -4.8637 -1.5836 -5.8110  0.079
H -4.7193 -3.2132 -6.4487  0.084
H -4.3561 -1.8204 -7.4290  0.076
H -2.6161 -2.0084 -4.8718  0.119
H -2.2920 -1.2681 -6.3119  0.106
H -1.9170 -3.1954 -7.2744  0.107
C -0.0803 5.8983 0.2371  -0.078
C 1.2754 6.5235 0.1124  -0.313
O 1.8355 6.5426 1.3980  -0.090
H -0.1313 4.8923 0.6535  0.068
H -0.3779 5.7681 -0.8034  0.079
H -0.8828 6.4466 0.7305  0.086
H 1.3180 7.4947 -0.3806  0.118
H 1.9677 5.9962 -0.5439  0.088
H 2.4835 7.2510 1.3940  0.095